(A)
Density functional theory data (the ωB97M-V functional and the def2-TZVPD basis) for a cluster of 2 separate species, C3H6INOS in total.

Results
**Gap between HOMO and LUMO**: 7.80 eV
**LUMO energy**: 0.07 eV

```
! wB97M-V def2-TZVPD RIJCOSX def2/J DEFGRID3
* xyz 0 1
C 1.0659 0.0720 -0.7047
C -1.0799 -0.6234 0.4803
C -0.1489 1.4983 0.8302
N 0.0432 0.2393 0.0548
O 1.9777 0.5287 -1.2732
S 0.5672 -2.4101 -1.2545
I 2.3508 -2.2730 -2.7363
H -1.2290 -0.4941 1.4797
H -1.9533 -0.2396 0.0376
H -0.8480 -1.6055 0.0900
H -1.1691 1.7435 0.6973
H 0.1892 1.1245 1.8706
H 0.2342 2.4396 0.4281
*
```

=====

(B)
Density functional theory data (the ωB97M-V functional and the def2-TZVPD basis) for a cluster of 2 separate species, C3H6INOS in total.

Results
**Gap between HOMO and LUMO**: 8.48 eV
**LUMO energy**: -0.62 eV
**SMILES string**: C[C@@H](O)S.N#CI

```
! wB97M-V def2-TZVPD RIJCOSX def2/J DEFGRID3
* xyz 0 1
C 0.9157 2.3699 2.4752
C -0.5442 -0.0902 -1.5611
C -0.6136 -1.2097 -0.4705
N -0.0131 2.7784 1.9377
O -0.1042 -2.3819 -0.9339
S 0.3737 -0.6813 0.9509
I 2.2758 1.4093 3.6721
H 0.5565 0.1630 -1.7306
H -1.0217 -0.4885 -2.4807
H -1.0193 0.8201 -1.3305
H -1.6972 -1.3114 -0.0803
H 0.1125 0.6575 0.8448
H 0.7791 -2.0352 -1.2933
*
```

=====

Which of them is the most stable? Correct choice: (B).

=====

(A)
Density functional theory data (the ωB97M-V functional and the def2-TZVPD basis) for a structure of composition C9H9NO.

Results
**Gap between HOMO and LUMO**: 9.62 eV
**LUMO energy**: 0.31 eV

```
! wB97M-V def2-TZVPD RIJCOSX def2/J DEFGRID3
* xyz 0 1
C -4.6754 0.3218 -0.2039
C -1.9454 -0.3965 -0.4276
C -0.8798 0.0526 0.8205
C 0.4992 0.1623 0.3424
C 1.1993 1.3990 0.1789
C 2.4464 1.3371 -0.3802
C 3.1863 0.0723 -0.4484
C 2.4633 -0.9988 -0.2448
C 1.0925 -1.0698 0.2282
H -1.9390 -1.7938 -0.3206
H -1.1961 0.0467 -1.5339
H -1.4697 0.9485 1.4235
H -0.8263 -0.9377 1.4616
H 0.6224 2.0607 0.9912
H 2.9828 2.2618 -0.5345
H 4.2684 0.0549 -1.0007
H 2.9482 -1.9850 -0.2847
H 0.4232 -1.9780 0.4222
N -3.3163 0.3031 -0.2736
O -5.8839 0.1386 -0.2156
*
```

=====

(B)
Density functional theory data (the ωB97M-V functional and the def2-TZVPD basis) for an isolated molecule of C9H9NO.

Results
**Gap between HOMO and LUMO**: 9.12 eV
**LUMO energy**: -0.21 eV
**SMILES string**: N#C/C1=C\C=C/C(=O)CCC1

```
! wB97M-V def2-TZVPD RIJCOSX def2/J DEFGRID3
* xyz 0 1
C -1.0635 0.0350 -2.1225
C -0.3017 2.2909 -0.4133
C 0.6459 1.2980 -0.8196
C -1.5557 0.6251 0.7592
C -0.4070 -0.4107 1.0359
C -0.0986 -1.4291 -0.1119
C 0.8689 -1.1076 -1.3515
C -1.2998 2.1102 0.4751
C 0.2582 0.2388 -1.6532
N -2.0885 -0.0249 -2.6383
O -2.6663 0.2380 0.8443
H -0.1164 3.3509 -0.8418
H 1.7114 1.5002 -0.5377
H 0.4822 -0.0156 1.3357
H -0.7699 -0.9922 1.8301
H 0.3757 -2.2688 0.3753
H -1.0395 -1.7786 -0.5079
H 1.8698 -0.9256 -1.0575
H 0.6847 -2.0231 -2.0483
H -1.8573 2.9823 0.8326
*
```

=====

Which of them is the most stable? Correct choice: (B).